{
  "formula": "C26H31N6O6PPd",
  "method": "wB97M-V/def2-TZVPD",
  "elements": ["Pd", "C", "C", "C", "O", "C", "O", "O", "H", "H", "H", "H", "H", "H", "H", "C", "O", "C", "C", "C", "C", "C", "C", "C", "N", "C", "C", "N", "C", "C", "C", "C", "N", "C", "C", "N", "C", "C", "C", "C", "H", "H", "H", "H", "H", "H", "H", "H", "H", "H", "H", "H", "H", "H", "N", "C", "P", "O", "O", "C", "N", "H", "H", "H", "H", "H", "H", "H", "H", "H", "H"],
  "coordinates": [[-0.50, -1.33, 2.55], [1.11, -5.20, 4.73], [0.28, -4.49, 3.69], [-0.12, -5.42, 2.55], [0.98, -3.34, 3.16], [-1.01, -3.94, 4.32], [-1.41, -4.27, 5.40], [-1.70, -3.10, 3.52], [1.97, -5.66, 4.26], [0.52, -5.97, 5.23], [1.45, -4.49, 5.49], [0.77, -5.87, 2.11], [-0.66, -4.87, 1.78], [-0.76, -6.23, 2.92], [1.76, -3.67, 2.69], [3.42, 5.10, -8.99], [2.41, 4.09, -8.77], [2.22, 3.61, -7.57], [2.94, 4.04, -6.42], [2.65, 3.47, -5.22], [1.65, 2.47, -5.10], [0.94, 2.06, -6.27], [1.21, 2.62, -7.47], [1.34, 1.86, -3.88], [0.38, 0.92, -3.72], [0.41, 0.58, -2.43], [1.40, 1.32, -1.74], [1.97, 2.12, -2.66], [1.65, 1.16, -0.34], [2.61, 1.88, 0.39], [2.76, 1.62, 1.73], [1.95, 0.65, 2.31], [1.03, -0.03, 1.63], [0.87, 0.20, 0.32], [-0.15, -0.60, -0.39], [-0.81, -1.52, 0.32], [-1.75, -2.23, -0.28], [-2.09, -2.07, -1.63], [-1.39, -1.15, -2.38], [-0.40, -0.40, -1.75], [3.40, 5.31, -10.05], [4.40, 4.72, -8.71], [3.19, 6.00, -8.43], [3.70, 4.80, -6.50], [3.21, 3.81, -4.35], [0.18, 1.29, -6.17], [0.69, 2.32, -8.37], [2.73, 2.76, -2.52], [3.23, 2.63, -0.09], [3.49, 2.15, 2.32], [2.03, 0.41, 3.36], [-2.26, -2.96, 0.33], [-2.87, -2.68, -2.07], [-1.59, -1.00, -3.43], [-2.98, 2.56, 2.89], [-2.92, 2.05, 4.31], [-2.46, 0.25, 4.12], [-2.76, 0.10, 2.62], [-1.07, -0.04, 4.57], [-3.69, -0.63, 5.12], [-3.72, -2.06, 4.74], [-2.21, 3.18, 2.66], [-3.85, 3.03, 2.68], [-2.91, 1.60, 2.34], [-3.89, 2.18, 4.78], [-2.17, 2.59, 4.88], [-4.66, -0.14, 5.02], [-3.36, -0.52, 6.15], [-2.49, -2.76, 4.02], [-4.48, -2.24, 4.10], [-3.85, -2.65, 5.55]],
  "charge": 2,
  "largest_force_ev_per_a": 1.5,
  "e_lumo_ha": [-0.20154, -0.30515],
  "spin_multiplicity": 3,
  "e_homo_ha": [-0.4541, -0.4367],
  "relative_energy_kcal_mol": 22.9
}